No. 1
68
Properties=species:S:1:pos:R:3:forces:R:3 method="wB97M-V/def2-TZVPD" charge=+1 orbital_gap_ev=1.43 e_lumo_ha=-0.3106 max_force_ev_per_a=2.9
H 1.8256 -4.5370 1.4782 -0.24 -0.05 -0.19
Cl 0.1704 -5.2436 -0.8597 -0.12 -0.20 0.03
H -7.0260 0.2801 -2.4598 0.08 -0.10 -0.10
O -7.1882 4.3827 -1.6284 0.03 0.03 0.09
C -6.4228 1.0949 -2.8718 -0.25 0.11 -0.12
H -5.4137 1.0322 -2.4803 0.01 0.05 0.02
Be 5.8942 -1.2430 4.5171 -0.37 -0.13 0.96
C 4.4754 -2.3197 1.6915 0.60 0.44 0.13
C 5.3730 -2.6743 0.5154 0.47 -0.84 0.03
H -0.7108 0.5483 -0.2991 -0.01 -0.12 -0.18
H 11.6934 1.8148 4.7796 0.04 -0.12 -0.02
C 7.3561 -0.4390 1.9719 0.34 -0.88 0.61
C 1.3658 -0.8100 0.5322 1.27 -0.59 1.20
Na 7.1020 2.2492 2.8058 -0.25 0.30 -0.04
C 2.2917 -3.5886 1.2031 0.01 0.13 1.61
H -4.4123 3.1121 -2.1340 0.08 -0.12 0.08
H 4.0737 -4.3865 2.0311 0.05 -0.04 -0.04
O 0.4129 0.0303 1.1956 -2.38 1.44 -0.86
H 10.3297 0.6774 4.7571 -0.05 0.01 0.02
Be -1.2008 -0.1483 2.2351 2.40 -0.74 -0.52
H 8.1804 -1.1481 1.9358 0.01 -0.11 0.09
H 5.9079 -1.2698 -0.8951 -0.17 -0.05 -0.14
O -12.7532 3.2621 -6.3147 0.11 0.60 0.45
O -11.2358 2.5494 -8.0717 0.71 0.54 -0.25
Cl -2.3851 -5.3895 0.4946 -0.05 0.02 0.07
H 2.3433 -0.3720 0.7182 0.04 0.01 0.06
H -7.9931 2.5020 -2.8595 -0.19 -0.01 -0.10
S -11.4606 2.8179 -6.6993 -1.13 -1.48 -1.05
O 9.9316 2.4692 5.6739 -0.13 -0.20 -0.30
H -5.0430 2.3952 -0.6267 0.09 -0.07 -0.09
I 0.5763 -1.6299 3.7094 -0.56 0.74 0.29
S -10.2669 3.5827 -4.4560 1.13 0.91 1.63
H 4.7572 -3.0168 -0.3167 0.06 -0.03 -0.15
C -1.0053 -6.3285 -0.1102 0.02 0.04 -0.18
H -4.8405 4.1395 -0.7691 -0.13 0.12 -0.06
O -2.8424 1.8484 0.2443 0.57 2.62 0.87
C 3.5290 -3.4414 2.0827 0.18 0.15 -0.27
H 7.8000 0.5554 2.0493 0.25 -0.42 -0.40
C 6.4960 -0.4759 0.7402 -0.48 0.67 -0.07
Cl 2.4805 -3.7099 -1.8800 0.23 0.56 -0.05
H -2.0444 2.3574 0.4999 0.26 -0.44 -0.06
C 10.8527 1.4216 5.3544 0.07 0.31 0.19
O -10.0299 2.3204 -3.8180 0.07 -0.34 -0.34
H 6.8097 -0.6142 2.9413 0.35 0.09 -1.18
H -6.3989 0.9922 -3.9608 0.04 -0.17 0.04
F -11.3553 1.3813 -6.0462 0.17 0.04 0.22
C -6.5148 3.3859 -1.8232 -0.12 0.01 -0.10
H 2.5029 -3.6472 0.0978 -0.17 0.20 -0.16
H 11.2227 0.9497 6.2654 0.04 -0.11 -0.07
H -3.1597 4.2776 1.0532 -0.19 -0.42 -0.05
C -5.1100 3.2425 -1.3066 -0.26 -0.03 -0.16
F -8.9009 4.3326 -4.1977 0.12 -0.04 -0.57
H 6.0060 -3.5094 0.8192 -0.08 -0.16 -0.03
P 0.9222 -2.4087 1.3540 -0.60 -1.57 -1.84
O -11.2109 4.4487 -3.8467 -0.61 0.00 -0.33
Cl -0.2410 -7.1766 1.2466 -0.01 0.02 0.06
H 5.1220 -2.1378 2.5582 0.03 0.03 0.02
O -2.6881 4.0032 0.2432 -0.01 -2.15 -0.10
O -0.0521 1.0195 0.2437 0.08 0.55 0.37
Cl -1.5724 -7.5057 -1.2932 0.00 0.04 0.08
H 1.2412 -0.8837 -0.5460 -0.50 -0.21 -0.05
H 10.4079 3.1161 6.2010 -0.08 0.08 0.04
H 3.2673 -3.3301 3.1380 -0.19 0.02 0.04
N -7.0449 2.3457 -2.5376 0.11 0.18 0.25
N -10.2330 3.5845 -6.0345 -0.33 -0.24 0.30
O 6.0542 0.6089 0.3833 0.16 0.67 -0.02
N 6.2548 -1.6053 -0.0063 -0.36 0.50 0.38
H 3.9826 -1.3605 1.5128 -0.24 -0.06 -0.02


No. 2
21
Properties=species:S:1:pos:R:3:forces:R:3 method="wB97M-V/def2-TZVPD" orbital_gap_ev=8.90 e_lumo_ha=0.0066 e_above_lowest_kcal_mol=144.0 max_force_ev_per_a=3.8
H 2.1808 2.5342 0.1877 0.21 0.71 -0.77
H 0.8073 2.8258 1.2724 0.05 0.91 0.36
H 1.0074 -0.5621 -1.1650 0.72 0.76 0.10
C 1.3722 0.8430 1.1324 1.64 1.25 1.40
N 0.7961 -2.4822 -1.2598 0.76 -2.46 -0.13
N 0.4503 -1.3026 -1.5241 0.02 1.41 -0.76
H -0.3741 -1.1231 -2.0729 -0.59 -0.34 0.08
O 1.8992 -2.6123 -0.7305 -0.38 0.30 0.32
H -3.1702 -1.2802 -2.6462 1.29 -0.06 1.20
H 0.5516 -0.7877 2.1157 0.05 -0.25 0.94
H 2.2358 1.0243 1.8739 -1.51 -0.32 -0.49
H 1.8254 0.0484 0.5723 0.14 -0.13 -1.11
C -1.6331 -0.2408 -0.0308 1.72 0.51 2.12
H 0.4081 2.2298 -0.2534 -0.52 0.12 -1.55
H -0.2783 0.7874 2.7044 0.93 -1.09 -1.29
N -2.3128 -1.1186 -2.0370 -2.06 0.72 -1.31
H -3.6651 -0.5104 -0.3719 1.66 0.06 -1.88
C 0.1756 0.1824 1.8252 -0.20 1.02 1.11
C -2.6080 -0.5742 -0.9200 -3.50 -1.49 -0.23
C 1.1862 2.2494 0.4520 0.08 -2.58 2.24
C -0.8546 -0.1305 0.8756 -0.51 0.94 -0.34


No. 3
67
Properties=species:S:1:pos:R:3:forces:R:3 method="wB97M-V/def2-TZVPD" orbital_gap_ev=7.03 e_lumo_ha=-0.0169 e_above_lowest_kcal_mol=0.0 max_force_ev_per_a=0.9
C -1.2764 -2.4585 0.5560 0.39 -0.23 0.00
H -4.1902 0.5029 0.7018 0.01 0.01 0.00
O -0.6955 3.8857 0.6620 0.10 0.12 -0.18
C -0.2710 -4.3640 -0.8390 0.02 -0.01 0.01
H -1.6972 -0.2885 -2.8700 0.00 0.00 0.00
O -0.9113 -1.6221 -0.4285 -0.79 0.45 -0.17
C 1.7602 2.5579 -0.5141 0.04 -0.01 0.28
C -2.7708 -0.7301 1.7903 -0.06 -0.01 -0.06
C 2.5314 -0.6476 -1.5172 0.03 -0.32 0.29
H -3.8543 3.4188 -3.1779 0.00 0.00 0.00
C -2.8645 1.5156 -3.1924 0.00 -0.02 0.00
O 3.1420 -1.2001 -2.3911 0.13 0.37 -0.11
C 3.7240 -1.7989 0.4141 -0.03 -0.05 0.01
H -2.5568 4.2285 -1.1747 0.01 0.00 0.00
N -1.2580 1.1687 -1.4960 0.02 0.08 -0.10
C -1.8719 0.4332 2.1914 0.05 0.04 0.03
N 0.6054 2.0297 0.1281 -0.27 0.18 -0.40
H 1.6149 -4.3921 -1.9074 0.00 0.00 0.00
H -3.4679 -0.8517 2.6247 -0.03 -0.03 -0.03
C -1.1755 -4.7039 1.4598 -0.02 -0.01 0.01
H -1.3145 -3.1220 -2.2742 0.00 -0.01 0.00
Ir 0.1164 0.1491 -0.4032 0.55 -0.36 0.33
C 2.6293 -1.1271 -0.0871 0.01 -0.09 0.00
H -2.9027 -2.6920 3.5244 0.00 0.00 0.00
H 4.5504 -2.6975 2.1804 0.00 0.00 0.00
C -1.1781 -4.1815 -2.0585 -0.02 -0.01 0.00
H 4.9944 3.5841 -2.3338 0.00 0.00 0.00
C 1.1245 -3.8141 -1.1213 -0.02 0.01 -0.01
C -1.9240 0.7222 -2.5588 -0.08 -0.03 0.05
C -1.8459 -4.3038 2.6055 0.01 0.00 -0.01
H 0.6326 -0.9684 2.4971 0.01 0.00 0.00
C -0.5055 2.8668 0.0433 -0.04 -0.10 0.12
H -3.3884 1.1328 -4.0563 0.00 0.00 0.00
N 1.6665 0.4565 -1.6452 -0.10 -0.07 0.04
C 4.0809 3.2981 -1.8293 -0.01 0.02 0.02
C 2.3593 1.6873 -1.4133 -0.01 -0.02 -0.17
C -3.6243 -0.4206 0.5575 0.05 0.01 -0.02
C 3.7086 -2.1721 1.7492 0.00 0.00 -0.01
H -4.3314 -1.2317 0.3777 -0.01 0.01 0.01
H -2.4250 1.3749 2.2185 -0.01 -0.01 0.02
H 4.5487 -2.0261 -0.2461 0.00 0.00 -0.01
H -3.0109 -0.3227 -0.3367 -0.03 -0.01 0.04
H -1.4338 0.2680 3.1783 -0.01 0.00 0.01
C -2.3073 -3.0036 2.6725 0.01 0.01 0.01
C -2.4138 3.2434 -1.5952 -0.06 -0.05 0.02
C 2.2875 3.8256 -0.3056 0.05 0.00 0.03
C -1.4779 2.4062 -1.0242 -0.03 -0.02 0.03
H -2.1594 -4.6264 -1.8851 0.00 0.00 0.00
H 1.0572 -2.7842 -1.4649 0.00 -0.01 0.00
C -2.0626 -2.0707 1.6645 0.02 0.03 0.00
H 3.8710 5.1747 -0.8082 0.00 0.00 0.00
C 3.4498 4.1913 -0.9709 0.00 -0.03 -0.02
H -2.0452 -5.0040 3.4060 0.00 0.00 0.00
C -3.1189 2.7859 -2.6992 0.00 0.02 0.01
H -0.8641 -5.7373 1.3512 0.00 0.00 0.00
H 3.9953 1.3523 -2.7563 0.00 0.00 0.00
H 1.7531 -3.8490 -0.2286 -0.01 -0.02 -0.01
H -0.7355 -4.6600 -2.9350 0.00 0.00 0.00
N 1.5655 -0.8277 0.6695 0.12 0.17 -0.01
C 1.5334 -1.2040 1.9469 -0.06 -0.04 0.00
H -1.0245 0.5876 1.5130 0.01 -0.01 -0.04
C -0.9057 -3.8188 0.4267 0.04 0.01 0.00
C 2.5967 -1.8772 2.5221 -0.01 -0.01 0.00
C 3.5360 2.0425 -2.0598 0.01 0.01 -0.02
H 2.5415 -2.1650 3.5619 0.00 0.00 0.00
H -0.1685 -5.4413 -0.6736 0.01 0.00 0.01
H 1.7995 4.4983 0.3868 0.00 0.00 0.00


No. 4
47
Properties=species:S:1:pos:R:3:forces:R:3 method="wB97M-V/def2-TZVPD" orbital_gap_ev=8.61 e_lumo_ha=-0.0024 e_above_lowest_kcal_mol=21.3 max_force_ev_per_a=3.7
C 0.5293 3.9569 -2.2865 1.35 -0.30 0.33
C -1.0651 3.0391 -0.6740 0.49 1.75 0.22
O -3.3947 -1.4830 1.4146 0.63 1.70 -0.73
H 1.8460 2.3143 -3.0088 -0.51 0.37 0.55
H 0.6937 4.8410 -1.6556 -0.73 -0.55 0.39
H 2.0962 -4.3936 1.8553 1.17 -0.34 -0.34
H -2.3825 2.8610 1.3231 0.25 0.44 0.59
C 1.6232 -2.1756 0.1296 1.35 0.73 1.10
H 2.5220 -1.0394 -2.2718 0.68 0.27 0.41
C -0.3816 -1.3159 2.5701 3.63 0.20 0.71
H 1.6481 -3.1348 -0.3783 0.56 -0.11 -0.54
H -0.7436 -4.3274 0.1307 -0.52 1.44 0.41
C -2.3562 1.8630 0.9478 -0.31 0.99 1.45
C -1.0212 -3.3713 0.7105 -0.52 -3.00 0.53
H -2.6744 -1.2171 -0.9909 0.17 -0.17 0.10
C 1.9348 2.3249 -0.8390 0.38 0.10 -1.24
Si 0.5071 -2.6733 1.5483 -1.43 0.15 0.94
C 1.0817 -1.0478 -0.6982 -0.48 1.92 0.94
H 0.1363 -1.3550 -1.1070 -0.22 -0.06 -0.77
H 2.2177 2.9736 -0.0401 0.68 0.46 0.50
F -3.0775 0.9137 2.9510 -0.78 0.08 0.12
N -0.5838 3.1066 -1.9433 -1.62 -0.39 0.44
C 1.8061 3.0744 -2.1904 0.13 0.04 -1.09
N -1.6951 1.8083 -0.2422 -0.68 -1.29 -1.61
H 0.7996 -0.2373 0.0214 -0.10 -0.48 -0.24
H 1.4001 0.1510 -2.5319 -0.01 0.22 0.88
C -1.7365 0.5999 -0.9816 1.27 -0.11 -1.08
C 1.9858 -0.2770 -1.6888 -1.08 -1.87 -1.56
O -1.0907 0.4302 -2.0194 -1.43 0.42 0.92
H -0.1033 -0.3558 2.0775 -0.40 -0.25 0.75
H 2.0615 -3.5050 3.4667 -0.11 -0.08 -1.04
H 2.6376 -1.8710 0.5221 -0.76 -0.68 -0.39
H -0.8257 2.3494 -2.5957 0.46 0.35 0.72
S 3.0739 0.9099 -0.9634 0.57 0.50 0.38
H -1.4094 -1.4455 2.6825 -1.59 -0.27 -0.15
H 2.6425 3.7325 -2.5028 0.01 -0.37 0.90
C -2.9246 -0.4435 0.9601 -1.35 -1.99 0.11
C 1.4994 -3.9012 2.5869 -0.71 0.49 0.80
H 0.4056 4.3975 -3.2669 -0.11 -0.31 -0.45
H 0.9907 1.9374 -0.5010 -0.44 -0.33 -0.17
H -1.8702 -3.7149 1.4334 1.56 0.84 -1.16
N -2.4888 -0.4107 -0.4154 0.02 1.53 1.38
H 0.9012 -4.7071 2.9935 -0.53 -0.08 0.14
C -2.8592 0.8487 1.6519 1.40 -0.91 -1.82
O -0.9848 3.9598 0.1424 0.02 -1.41 -1.05
H -1.4203 -2.6041 0.0551 -0.06 -0.22 -0.16
H 0.0489 -1.3856 3.6188 -0.31 0.59 -1.13


No. 5
107
Properties=species:S:1:pos:R:3:forces:R:3 method="wB97M-V/def2-TZVPD" charge=+1 orbital_gap_ev="5.99 / 6.28" e_lumo_ha="-0.1036 / -0.1379" s_squared=3.84 e_above_lowest_kcal_mol=0.0 spin_multiplicity=4 max_force_ev_per_a=1.8
H -3.8726 6.3987 -4.3853 0.00 0.00 0.02
H -4.9291 2.8061 -1.2786 0.02 0.04 -0.02
H -5.5151 1.3791 -2.1338 -0.01 0.03 -0.05
C -4.7905 3.6958 -4.3950 0.13 -0.11 0.11
H -3.3203 1.3113 -5.5974 0.02 0.01 0.00
H 0.0378 -4.0814 2.3106 0.02 -0.05 0.02
H 2.6080 0.8946 -4.2150 -0.04 0.06 -0.04
H -2.2636 7.0580 -4.6735 0.01 -0.01 0.02
Se 2.5121 -3.7327 0.8055 -0.06 -0.19 -0.15
H 0.6970 -4.7125 4.5853 0.01 0.01 0.00
H 0.6417 1.8317 -6.2988 0.02 0.02 0.01
H 1.9095 3.1934 -3.3544 -0.03 0.01 -0.01
C -3.4289 0.9867 -4.5617 0.11 0.12 0.22
N -0.6278 -1.5034 -1.8873 -0.35 -0.68 -0.66
H -2.5380 0.4146 -4.2996 0.00 0.04 -0.08
H -0.1142 1.1354 -4.8619 0.04 -0.02 0.05
Si -2.3521 5.9461 -2.4348 -0.07 -0.12 0.21
C -5.0479 -0.9491 2.6668 0.01 -0.07 -0.01
H -4.5298 2.0669 1.2364 0.03 -0.02 0.03
H -0.1113 7.0619 -2.4907 0.00 -0.02 -0.01
H -3.6832 -2.5839 2.5796 -0.02 0.00 0.04
C -0.0842 -2.9252 5.4821 0.07 -0.01 -0.02
C -4.6165 1.9420 -1.8692 0.22 0.05 -0.19
H -4.0044 1.3084 -1.2251 -0.08 -0.02 -0.15
H 0.1964 -3.2148 6.4860 -0.02 0.02 0.01
H -3.3233 5.1058 -0.3008 0.01 0.01 0.01
P -1.3301 -1.7335 1.2072 -0.87 -0.33 0.46
C -0.8615 6.8591 -1.7237 -0.10 -0.20 -0.12
Si -0.1052 3.6452 -4.7582 0.00 -0.17 0.01
H -6.1825 0.8759 2.5865 0.01 0.02 0.00
C 0.0786 -2.5890 -2.2647 0.03 -0.05 -0.12
H 1.4898 1.8301 2.1153 0.02 -0.01 -0.01
H -0.9399 -1.0530 6.0834 0.02 0.02 -0.02
H -1.5735 -0.3970 3.8014 -0.04 0.03 0.01
C -3.1363 0.4310 1.1455 -0.14 -0.33 0.16
H 1.6839 4.9281 -3.5745 -0.02 0.01 -0.01
C -0.7175 -1.7121 5.2545 0.00 0.04 0.04
C -2.4071 -2.2637 -3.3038 -0.04 -0.16 -0.16
C 1.6238 3.9603 -4.0775 -0.23 -0.04 0.04
H -3.4018 -2.1039 -3.6932 0.02 0.06 -0.01
H 4.3463 -0.9344 3.7915 0.00 -0.01 -0.01
H 4.1272 0.1468 -0.8114 0.03 -0.01 0.01
H -5.1945 4.4821 -3.7547 0.03 -0.01 0.02
C 1.5726 0.6043 -1.6648 0.13 -1.00 0.12
C -0.8262 -2.2013 2.8959 0.20 0.16 0.00
H -4.2904 0.3151 -4.5187 -0.06 0.05 0.03
C 3.3328 0.5607 -3.4724 -0.07 -0.21 0.07
C -0.1815 1.9471 -5.5893 0.05 0.17 0.08
C 2.6636 -0.2468 -2.3523 0.16 0.24 -0.03
C -2.9072 -0.8919 1.5232 0.33 0.01 -0.14
N -2.2681 1.2663 0.4184 -0.14 0.26 -0.01
H -2.5458 -3.1842 -0.3219 0.01 0.02 -0.01
Si -3.6958 2.4875 -3.4354 -0.33 0.02 -0.04
H -0.9560 -3.8490 0.1145 -0.04 -0.07 -0.01
C -5.2727 0.3716 2.2900 0.01 -0.02 -0.04
H 0.2263 -4.3810 -3.4154 0.01 0.01 0.01
N 1.4750 -2.2473 0.5595 -0.37 0.77 -0.38
H 3.3219 1.3406 3.7043 -0.02 0.02 -0.01
H -0.3857 6.2699 -0.9360 0.01 0.06 0.04
C -0.1734 -3.4094 3.1305 -0.11 0.03 -0.05
Re 0.1831 -0.4215 -0.2752 0.22 1.68 -0.48
C 1.9576 -1.3248 1.3926 0.43 -0.25 0.33
H -4.2278 4.1776 -5.1979 -0.01 -0.02 -0.02
H -2.6581 2.1995 0.3590 0.11 0.05 0.03
H 2.0932 1.4051 -1.1266 -0.12 0.05 0.08
H 4.5967 -1.1400 -1.9288 0.02 0.03 0.01
C -1.0784 -1.3450 3.9682 0.04 0.01 -0.11
H -1.1620 7.8155 -1.2913 -0.04 0.00 0.00
C -3.8790 -1.5634 2.2744 -0.04 0.02 0.01
H 1.0612 -2.7069 -1.8322 0.01 0.09 0.06
C 0.1974 -3.7674 4.4172 0.00 -0.05 0.00
C -3.0303 6.9038 -3.9124 0.10 -0.18 0.07
H -1.1138 1.8185 -6.1415 0.01 0.03 0.00
C -0.5553 4.9589 -6.0377 -0.02 -0.09 0.16
C 3.0417 -1.7048 2.2506 -0.12 0.02 -0.07
C -1.6648 -3.3763 -3.6743 -0.06 -0.06 -0.06
C -0.3920 -3.5366 -3.1476 -0.09 -0.01 -0.12
H -0.0147 4.7748 -6.9690 0.03 -0.03 0.01
H 2.3623 3.9546 -4.8824 -0.03 0.00 -0.04
C -1.0685 1.1247 -0.1838 0.26 -1.07 0.22
H 4.0864 -0.0466 -3.9782 0.02 0.06 -0.04
H -5.6343 3.1734 -4.8520 0.01 -0.05 0.02
H -3.3762 7.8884 -3.5889 0.03 0.00 0.06
H 3.4074 -1.4657 -0.6863 0.02 0.06 0.00
H -3.8930 6.7429 -0.6296 0.01 0.02 -0.02
H -1.6224 4.9542 -6.2706 0.00 -0.01 -0.01
H 2.2053 -1.1275 -2.8211 0.04 0.01 0.00
C -4.3375 1.0414 1.5346 -0.04 0.13 -0.03
Si -1.7039 3.6953 -2.9782 0.08 0.27 -0.14
N 3.4632 -2.9614 2.0984 0.30 0.02 0.28
H -0.2924 5.9629 -5.6990 -0.01 -0.02 0.04
H -5.7700 -1.4807 3.2710 -0.01 -0.01 -0.03
C -1.8440 -3.3437 0.4958 0.24 0.14 0.00
Te -0.4714 3.1177 -0.7801 0.04 0.29 -0.27
N 1.4270 -0.0911 1.3396 0.25 -0.17 0.43
Br -2.3760 -4.6379 -4.8778 0.12 0.19 0.20
C -1.8503 -1.3585 -2.4298 0.02 0.26 0.20
H -2.3024 -3.9675 1.2601 -0.06 -0.01 -0.02
H -4.6111 5.3788 -1.4848 0.02 -0.01 -0.03
C 1.9324 0.8452 2.1789 -0.08 0.23 0.08
C 2.9566 0.5561 3.0575 -0.03 -0.01 -0.02
H -2.3961 -0.4733 -2.1326 -0.01 0.01 0.06
H 3.8303 1.4383 -3.0524 -0.01 0.03 -0.03
C -3.6739 5.7763 -1.0891 0.14 0.04 -0.15
H 1.0035 1.0933 -2.4641 -0.19 -0.02 0.12
C 3.7557 -0.7067 -1.3849 -0.10 -0.09 -0.03
C 3.5324 -0.7150 3.1149 -0.01 -0.01 -0.01


No. 6
20
Properties=species:S:1:pos:R:3:forces:R:3 method="wB97M-V/def2-TZVPD" charge=+5 orbital_gap_ev=5.49 e_lumo_ha=-0.8151 e_above_lowest_kcal_mol=553.9 max_force_ev_per_a=9.3
O -0.1715 -1.3821 0.3261 3.13 -4.66 -7.24
H -0.7467 1.1111 0.7980 -1.33 1.28 1.85
Na -1.2356 -0.8668 -1.3829 -5.14 0.03 -2.03
O -0.1575 0.6254 -0.4288 2.31 -2.72 0.16
Na 1.6043 -1.6499 1.2610 1.43 -4.72 6.77
Na 1.3730 -1.7694 -1.8407 0.72 -2.18 -2.64
Na 1.3199 0.8351 -1.6890 0.79 4.49 -4.06
H -1.6180 -0.4937 2.2377 -1.13 0.28 1.17
Na 2.2201 1.0390 1.3317 0.22 2.92 2.54
O 1.6322 -0.4802 -0.1282 3.14 1.65 -1.43
H -0.7577 2.6240 0.7429 -0.20 1.26 0.48
O -1.2682 2.0780 -1.6652 0.38 0.66 -1.34
Na 3.3183 -0.3616 -0.4812 9.16 0.21 -1.65
H -0.7372 -1.2050 1.2326 -3.91 0.65 4.91
C 0.3968 -0.3900 -0.0458 -2.60 3.36 -1.36
O -1.4139 -1.3622 1.8910 -1.73 0.02 3.22
H -1.2080 1.3280 -2.2569 -0.74 0.29 -1.15
Na -0.2015 -3.2746 -0.0357 -1.99 -4.79 0.81
O -1.3130 1.8696 0.9398 -0.34 0.08 1.46
H -1.0357 1.7252 -0.8062 -2.16 1.89 -0.45